# 1
This record from the OMol25 dataset describes one molecule with the formula C3H8N2. The level of theory is ωB97M-V/def2-TZVPD.

Positions of all 13 atoms, in Å:
H1 -0.519 2.146 -0.660
C1 -0.266 0.009 0.912
H2 0.293 -0.080 -1.072
H3 -0.047 -0.515 1.861
H4 1.003 -2.388 0.483
N1 -1.172 0.898 0.923
H5 1.734 -1.831 -1.074
C2 -1.423 1.607 -0.304
C3 1.452 -1.525 -0.041
H6 -1.686 0.939 -1.156
N2 0.489 -0.433 -0.153
H7 -2.224 2.348 -0.185
H8 2.366 -1.175 0.467

The spin multiplicity is 1.


# 2
This record from the OMol25 dataset describes one molecule with the formula C3H8N2. The level of theory is ωB97M-V/def2-TZVPD.

Positions of all 13 atoms, in Å:
C1 -0.058 1.349 -0.585
H1 -0.009 1.520 0.498
C2 0.713 -1.126 1.070
C3 -0.413 -0.991 0.046
H2 -0.579 -1.925 -0.502
H3 0.335 -1.393 2.054
H4 -1.032 0.046 -1.634
N1 -0.164 2.289 -1.406
H5 0.079 3.225 -1.133
N2 -0.250 0.011 -0.995
H6 1.311 -0.216 1.134
H7 1.413 -1.937 0.849
H8 -1.345 -0.853 0.604

The spin multiplicity is 1.


# 3
This record from the OMol25 dataset describes one molecule with the formula C3H8N2. The level of theory is ωB97M-V/def2-TZVPD.

Positions of all 13 atoms, in Å:
C1 -0.161 1.275 -0.014
H1 0.426 1.657 -0.880
H2 -2.349 -0.193 -0.005
N1 0.820 -0.947 -0.039
H3 2.176 0.641 0.105
C2 -1.504 -0.892 0.014
H4 2.800 -1.186 0.004
H5 0.347 1.657 0.885
H6 -1.542 -1.539 0.900
C3 1.999 -0.436 -0.003
H7 -1.594 -1.536 -0.885
N2 -0.249 -0.168 -0.031
H8 -1.170 1.666 -0.052

The spin multiplicity is 1.


Calculated E_LUMO (eV), listed in the same order as above: 0.96; 1.11; 1.03
Calculated total energy (a.u.), listed in the same order as above: -228.5907; -228.5878; -228.5494
Calculated energy relative to the best compared isomer or geometry (same formula, charge and spin) (eV), listed in the same order as above: 1.578; 1.655; 2.700